Record 1
Density functional theory data (wB97M-V/def2-TZVPD) for a 3-piece molecular cluster, C25H50BClNO9 overall at a distorted geometry.

The LUMO energy is -0.1329 hartree. As for the charge: +1. For the gap between HOMO and LUMO, the calculation gives 8.6 eV.

Positions of all 87 atoms, in Å:
C (0.74, 1.35, 1.95)
C (0.59, 1.38, 0.44)
C (1.92, 1.47, -0.36)
C (3.15, 0.96, 0.35)
C (3.19, -0.56, 0.55)
C (2.91, -1.37, -0.71)
C (1.57, -2.12, -0.68)
C (1.42, -3.12, 0.46)
C (-0.05, -3.23, 0.90)
C (-0.34, -2.48, 2.19)
C (-1.78, -2.66, 2.68)
C (-2.60, -1.38, 2.69)
C (-2.75, -0.71, 1.33)
C (-3.29, -1.67, 0.30)
N (-4.11, -1.00, -0.75)
C (-5.33, -0.31, -0.22)
B (-6.52, -1.38, 0.03)
O (-7.54, -1.53, -0.88)
O (-6.54, -2.11, 1.20)
C (-5.03, 0.51, 1.05)
C (-3.57, 0.61, 1.48)
C (-2.80, 1.75, 0.81)
C (-3.60, 3.01, 0.73)
O (-3.87, 3.73, 1.69)
Cl (-4.24, 3.42, -0.90)
H (1.17, 2.26, 2.33)
H (1.28, 0.49, 2.32)
H (-0.26, 1.29, 2.39)
H (0.00, 0.54, 0.07)
H (0.02, 2.27, 0.20)
H (1.79, 0.99, -1.32)
H (2.08, 2.52, -0.57)
H (3.31, 1.45, 1.30)
H (4.02, 1.20, -0.26)
H (2.52, -0.87, 1.35)
H (4.19, -0.82, 0.88)
H (3.67, -2.13, -0.83)
H (2.94, -0.77, -1.61)
H (0.79, -1.36, -0.66)
H (1.45, -2.63, -1.63)
H (2.05, -2.88, 1.30)
H (1.69, -4.09, 0.07)
H (-0.63, -2.77, 0.10)
H (-0.38, -4.26, 0.97)
H (0.32, -2.89, 2.94)
H (-0.07, -1.43, 2.10)
H (-2.29, -3.45, 2.15)
H (-1.74, -3.00, 3.71)
H (-2.17, -0.67, 3.39)
H (-3.61, -1.60, 3.05)
H (-1.75, -0.40, 1.01)
H (-2.49, -2.19, -0.22)
H (-3.86, -2.44, 0.79)
H (-4.39, -1.69, -1.44)
H (-3.54, -0.32, -1.27)
H (-5.70, 0.36, -0.99)
H (-7.34, -2.22, -1.53)
H (-6.28, -3.02, 1.05)
H (-5.49, 1.48, 0.92)
H (-5.56, 0.04, 1.87)
H (-3.59, 0.81, 2.54)
H (-1.94, 1.98, 1.42)
H (-2.39, 1.47, -0.16)
C (-0.96, 2.97, -7.40)
O (-0.74, 3.77, -6.23)
C (-1.82, 3.95, -5.48)
O (-2.92, 3.51, -5.70)
O (-1.48, 4.71, -4.44)
C (-2.56, 5.00, -3.56)
H (0.00, 2.90, -7.91)
H (-1.29, 1.97, -7.13)
H (-1.69, 3.44, -8.06)
H (-2.97, 4.09, -3.14)
H (-3.34, 5.57, -4.07)
H (-2.15, 5.61, -2.76)
C (8.78, 0.61, 0.12)
O (7.92, -0.20, 0.91)
C (8.55, -0.94, 1.82)
O (9.73, -0.96, 2.01)
O (7.63, -1.65, 2.48)
C (8.18, -2.49, 3.50)
H (8.15, 1.16, -0.58)
H (9.32, 1.32, 0.74)
H (9.48, 0.00, -0.44)
H (8.69, -1.90, 4.25)
H (8.86, -3.22, 3.07)
H (7.34, -3.01, 3.96)



Record 2
Density functional theory data (wB97M-V/def2-TZVPD) for C16H23KNO3P2 as an isolated structure at a distorted geometry.

The LUMO energy is -0.1215 hartree. As for the charge: +1. For the gap between HOMO and LUMO, the calculation gives 7.0 eV.

Positions of all 46 atoms, in Å:
K (-0.15, -0.71, 0.83)
O (-0.28, -0.95, -1.79)
C (-1.12, -1.01, -2.70)
O (-2.21, 0.17, -0.25)
C (-2.90, -0.11, -1.23)
O (-4.22, 0.06, -1.26)
N (-2.46, -0.65, -2.45)
C (-4.74, -0.36, -2.55)
C (-3.57, -0.80, -3.38)
H (-5.25, 0.50, -3.01)
H (-5.44, -1.18, -2.38)
H (-3.44, -0.17, -4.26)
H (-3.68, -1.84, -3.72)
C (-0.84, -1.48, -4.05)
C (0.33, -2.11, -4.31)
H (-1.60, -1.30, -4.81)
H (1.08, -2.25, -3.53)
H (0.53, -2.50, -5.31)
C (4.61, 1.37, 1.01)
P (2.89, 0.79, 0.83)
C (3.12, -1.04, 0.81)
C (2.21, 1.12, 2.51)
C (2.80, 0.38, 3.55)
C (2.44, 0.59, 4.87)
C (1.53, 1.60, 5.20)
C (0.96, 2.37, 4.20)
C (1.24, 2.12, 2.84)
P (0.16, 3.13, 1.74)
C (-1.48, 2.31, 2.00)
C (0.54, 2.65, 0.02)
H (5.12, 1.25, 0.04)
H (5.14, 0.81, 1.79)
H (4.59, 2.44, 1.27)
H (4.10, -1.29, 1.26)
H (2.35, -1.61, 1.36)
H (3.13, -1.36, -0.24)
H (3.57, -0.36, 3.31)
H (2.88, -0.03, 5.66)
H (1.27, 1.80, 6.24)
H (0.26, 3.17, 4.47)
H (-2.14, 3.07, 2.44)
H (-1.94, 1.93, 1.07)
H (-1.40, 1.49, 2.73)
H (0.45, 3.60, -0.54)
H (1.57, 2.29, -0.14)
H (-0.20, 1.94, -0.39)



Number 1: DFT total energy -59848.407 eV. Number 2: DFT total energy -59495.576 eV.